No. 1
# C38H66IN7O8P4

A 3-piece molecular cluster, C38H66IN7O8P4 overall in a non-equilibrium geometry (the ωB97M-V functional and the def2-TZVPD basis, the Open Molecules 2025 dataset).

E_LUMO, eV: -2.0
Gap between HOMO and LUMO, eV: 5.92
SMILES: CCCCCCCCCc1c(CC(=O)I)cc2c(c1-c1ccncc1)C(=O)C(PP(=O)(O)O)=CC2=O.CN(C)P(=O)(N(C)C)N(C)C.CN(C)P(=O)(N(C)C)N(C)C
HOMO energy, eV: -7.92

Last column: Mulliken charge in e.
Geometry (Å):
C 7.37519 0.21239 -2.53888  -0.887
C 7.46504 1.80044 -2.02447  -0.253
C 8.06172 1.90867 -0.46664  -0.643
C 7.16513 2.96562 0.46803  -0.716
C 5.83263 2.13523 0.94012  0.073
C 4.89195 2.89769 2.04548  -0.717
C 3.27784 2.52812 1.92945  -0.319
C 2.97751 0.97529 1.49817  0.026
C 1.39308 0.59722 1.31349  -0.324
C 0.47899 1.75447 0.59755  0.771
C 0.86453 2.62023 -0.74033  0.478
C 2.28460 2.37806 -1.52260  0.000
C 2.22946 0.93795 -2.37115  -0.121
O 1.14767 0.77843 -3.17237  -0.411
I 3.76653 -0.62208 -2.28346  0.017
C -0.13706 3.78814 -1.39592  -0.861
C -1.60527 4.08566 -0.73042  -0.062
C -2.07022 3.19906 0.60944  0.339
C -1.02348 2.06935 1.26154  -0.622
C -1.61590 1.26353 2.58829  0.430
C -2.26675 -0.27061 2.44620  -0.310
C -2.85889 -0.94962 3.81447  -0.267
N -2.91471 -0.35795 5.19420  -0.400
C -2.30648 1.01086 5.30914  -0.305
C -1.64422 1.92621 4.12290  -0.247
C -3.57130 3.51720 1.18675  0.362
O -3.96819 3.45880 2.46029  -0.530
C -4.70691 3.97133 0.04768  0.316
P -6.55926 3.49733 0.12264  -0.181
P -6.78133 1.93056 -1.43890  0.922
O -7.78321 2.43625 -2.59685  -0.640
O -5.22014 1.56742 -2.20510  -0.497
O -7.36521 0.41290 -0.80291  -0.520
C -4.28599 4.81388 -1.14174  -0.466
C -2.67682 5.23040 -1.31286  0.041
O -2.25111 6.37675 -1.85322  -0.536
H 8.44688 -0.16914 -2.84563  0.283
H 6.97647 -0.41861 -1.62604  0.207
H 6.62206 0.07624 -3.44252  0.211
H 6.42596 2.33155 -2.13700  0.141
H 8.19494 2.32815 -2.79533  0.338
H 9.19551 2.19879 -0.51972  0.327
H 8.01653 0.79822 -0.05073  0.286
H 6.90834 3.86876 -0.25850  0.303
H 7.81574 3.40083 1.33830  0.314
H 5.21714 1.90226 -0.05372  -0.184
H 6.13273 1.08460 1.38951  0.306
H 5.06156 4.06654 1.88323  0.264
H 5.32970 2.67848 3.12984  0.312
H 2.83398 2.74549 3.01614  0.321
H 2.75955 3.32491 1.22216  0.082
H 3.52744 0.62267 0.51385  -0.277
H 3.40575 0.29789 2.38294  0.400
H 1.34838 -0.36096 0.60589  0.254
H 0.99766 0.26659 2.38637  0.128
H 2.38869 3.21289 -2.36960  0.456
H 3.24405 2.47688 -0.86014  -0.103
H 0.25459 4.38335 -2.34954  0.206
H -2.28443 -0.78716 1.37331  0.324
H -3.33332 -2.03849 3.68778  0.312
H -2.32475 1.50686 6.39557  0.278
H -1.20460 3.00794 4.23511  0.308
H -7.33480 4.64664 -0.30337  0.137
H -5.08532 2.15756 -3.00462  0.348
H -7.23773 -0.26323 -1.55550  0.348
H -5.07206 5.16794 -1.93403  0.374
C -1.41282 -6.33094 5.88340  -0.797
N -0.06601 -5.79252 5.73135  0.060
C 0.78993 -6.84055 5.16094  -1.040
P 0.75654 -4.66526 6.75134  0.829
O 1.57065 -4.12149 5.55172  -0.775
N -0.20461 -3.22591 6.81939  0.172
C -1.60986 -3.17292 6.44620  -1.196
C 0.43386 -1.98039 6.36711  -1.091
N -0.17933 -5.29036 8.13040  -0.064
C -0.26496 -4.38153 9.29818  -0.966
C 0.44690 -6.51837 8.66929  -1.128
H -1.49000 -7.06195 6.69386  0.260
H -1.73277 -6.83792 4.96483  0.401
H -2.17094 -5.57071 6.04445  0.192
H 0.96474 -7.65588 5.87199  0.306
H 1.76794 -6.45052 4.86314  0.296
H 0.34471 -7.26902 4.25529  0.355
H -1.75865 -3.40342 5.38627  0.269
H -2.03722 -2.18045 6.63612  0.474
H -2.20765 -3.84539 7.06310  0.363
H 0.43965 -1.90461 5.27354  0.371
H 1.46557 -1.91283 6.73196  0.304
H -0.08505 -1.10037 6.76816  0.301
H 0.72861 -4.03712 9.60634  0.353
H -0.74120 -4.88065 10.15100  0.376
H -0.89045 -3.50596 9.10769  0.282
H 1.48095 -6.32956 8.97968  0.389
H 0.46261 -7.32433 7.93527  0.265
H -0.11415 -6.90886 9.52670  0.412
C -2.42767 -1.78788 -7.91623  -0.752
N -3.19733 -0.60541 -7.54705  0.071
C -4.54077 -0.72767 -8.12720  -1.054
P -2.63777 1.01922 -7.35949  0.829
O -3.72664 1.30792 -6.29715  -0.774
N -1.39221 1.00607 -6.15593  0.271
C -0.68661 -0.19458 -5.73477  -0.962
C -1.60860 1.84706 -4.96872  -1.098
N -1.38604 0.68735 -8.58073  -0.070
C -0.22120 1.60359 -8.55493  -0.939
C -1.93864 0.83855 -9.94541  -1.140
H -2.14690 -1.79997 -8.97368  0.253
H -3.00696 -2.70040 -7.72942  0.392
H -1.52493 -1.92192 -7.32824  0.179
H -4.52279 -0.63858 -9.21928  0.295
H -5.22016 0.04127 -7.74712  0.289
H -4.99833 -1.69082 -7.87226  0.357
H -1.35954 -0.91800 -5.26302  0.343
H 0.10916 0.03996 -5.01683  0.222
H -0.16448 -0.65969 -6.57214  0.321
H -2.28342 1.36561 -4.25144  0.344
H -2.02623 2.82148 -5.24837  0.343
H -0.66183 2.06153 -4.45669  0.302
H -0.54045 2.65161 -8.57723  0.359
H 0.44091 1.42230 -9.41048  0.382
H 0.41466 1.45468 -7.67878  0.246
H -2.34470 1.84527 -10.09662  0.390
H -2.73871 0.12482 -10.14312  0.268
H -1.17480 0.64687 -10.70845  0.413



No. 2
# C7H14O

A 2-piece molecular cluster, C7H14O overall in a non-equilibrium geometry (the ωB97M-V functional and the def2-TZVPD basis, the Open Molecules 2025 dataset).

Charge: -1
E_LUMO (alpha / beta), eV: 3.9 / 3.8
ΔE to the lowest compared entry with this formula, charge and spin, kcal/mol: 3.73
Gap between HOMO and LUMO (alpha / beta), eV: 3.94 / 6.63
Multiplicity: 2
HOMO energy (alpha / beta), eV: -0.05 / -2.79

Last column: Löwdin spin population.
Geometry (Å):
C -2.21025 0.74669 -0.10227  0.012
C -2.35076 -0.79074 -0.02920  0.023
C -1.38876 -1.52019 0.95152  0.054
C -0.02702 -0.89548 1.07313  0.294
C 0.94960 -0.98338 0.07696  0.141
C 2.12336 -0.17491 0.13380  0.102
C 2.41242 1.01845 0.73616  0.230
H -1.94046 1.20028 0.84082  0.004
H -3.11803 1.09984 -0.59590  0.002
H -1.42254 0.88890 -0.84449  0.000
H -2.18641 -1.29604 -0.95994  0.003
H -3.41696 -1.01301 0.13023  0.003
H -1.36304 -2.56981 0.61397  0.017
H -1.84978 -1.54613 1.94722  0.002
H 0.17236 -0.46110 2.04045  0.029
H 0.84152 -1.65536 -0.76871  0.017
H 2.86781 -0.55845 -0.57527  0.005
H 1.56221 1.47536 1.24096  0.023
H 3.33878 1.56086 0.64523  0.024
H 0.80976 1.46237 -2.94878  0.000
H 0.72659 1.27741 -1.45801  0.004
O 0.98790 1.93180 -2.12719  0.011



No. 3
# C5H10N3

An isolated ion of composition C5H10N3 and charge +1 in a non-equilibrium geometry (the ωB97M-V functional and the def2-TZVPD basis, the Open Molecules 2025 dataset).

Charge: +1
E_LUMO, eV: -3.3
ΔE to the lowest compared entry with this formula, charge and spin, kcal/mol: 37.59
Gap between HOMO and LUMO, eV: 9.64
SMILES: NCCc1c[nH]c[nH+]1
HOMO energy, eV: -12.98

Last column: Mulliken charge in e.
Geometry (Å):
N -0.68963 1.58259 1.93076  -0.537
C 0.28592 1.81708 0.84168  -0.594
C -0.36219 1.14911 -0.49679  -0.484
C -0.02250 -0.34240 -0.61090  0.256
C 0.41180 -0.98874 -1.75941  -0.628
N 0.47909 -2.34689 -1.47703  -0.126
C 0.17063 -2.54306 -0.16587  -0.201
N -0.21903 -1.34167 0.38543  -0.036
H -0.20117 1.66567 2.85845  0.233
H -1.46340 2.10836 2.04477  0.167
H 0.54821 2.87570 0.54181  0.329
H 1.22280 1.46578 1.24401  0.414
H 0.21079 1.66204 -1.33571  0.295
H -1.42382 1.47316 -0.61656  0.322
H 0.48515 -0.62594 -2.68407  0.495
H 0.84194 -3.02877 -2.32526  0.372
H 0.09682 -3.57089 0.27288  0.382
H -0.37140 -1.01114 1.35182  0.340



No. 4
# C6H9N

C6H9N as an isolated structure in a non-equilibrium geometry (the ωB97M-V functional and the def2-TZVPD basis, the Open Molecules 2025 dataset).

E_LUMO, eV: 0.5
ΔE to the lowest compared entry with this formula, charge and spin, kcal/mol: 186.94
Gap between HOMO and LUMO, eV: 8.18
HOMO energy, eV: -7.71

Last column: Mulliken charge in e.
Geometry (Å):
C 2.78984 0.37629 0.18962  -1.110
C 1.67278 -0.38150 -0.15171  0.564
C 1.16434 -1.46866 -0.32548  -0.803
C -0.23755 -0.75448 -0.58902  -0.272
N -1.14466 -0.46406 0.47906  -0.304
C -2.48594 -0.08313 0.07820  -0.429
C -1.53784 0.93116 0.59886  -0.285
H 3.04086 1.01026 -0.66056  0.272
H 3.64883 -0.24551 0.43482  0.309
H 2.58512 0.99069 1.06532  0.291
H -0.50333 -0.38298 -1.58451  0.458
H -0.23104 -1.97137 -0.73759  0.383
H -3.29234 -0.45922 0.70368  0.244
H -2.70668 -0.04385 -0.99035  0.219
H -1.12849 1.63800 -0.12476  0.231
H -1.63391 1.30839 1.61444  0.232



Calculated E, -4134.796516 -350.271286 -360.515195 -288.484134 hartree (same order as the records).